15
Properties=species:S:1:pos:R:3 method="wB97M-V/def2-TZVPD" de_lowest_ev=0.8167 charge=0 gap_ha=0.3874 e_tot_ha=-379.1110
N -0.300 -0.312 2.371
C -1.298 -0.314 1.410
O -2.473 -0.379 1.687
N -0.890 -0.307 0.091
C 0.468 0.025 -0.297
C 0.533 0.289 -1.804
O 1.799 0.091 -2.345
H 0.455 0.328 2.271
H -0.783 -0.210 3.252
H -1.628 0.149 -0.412
H 1.188 -0.728 0.007
H 0.777 0.961 0.198
H -0.290 -0.185 -2.355
H 0.292 1.347 -1.918
H 2.151 -0.754 -2.157